# C26H30ClFeN3O9S2

A structure of composition C26H30ClFeN3O9S2 (ωB97M-V/def2-TZVPD, OMol25).

XYZ file:
```
72
Properties=species:S:1:pos:R:3:forces:R:3
Fe -0.1774 1.7831 0.7446 0.40 -0.81 -0.30
O 1.0786 1.5237 4.2628 -0.01 -0.03 -0.05
S 0.8030 2.3290 3.1034 -0.13 -0.05 0.05
O 1.0806 3.7427 3.2388 0.03 -0.07 0.01
O -0.6587 2.1302 2.6264 0.02 0.35 0.08
O 1.4929 1.7551 1.8539 -0.05 0.33 0.15
C 3.8214 -5.0479 -1.6946 0.05 -0.02 0.00
O 2.7874 -4.1499 -1.3590 -0.03 0.01 -0.03
C 1.8704 -4.5581 -0.4359 -0.03 0.05 0.02
C 1.8389 -5.8107 0.1446 0.04 -0.03 -0.01
C 0.8662 -6.1109 1.0960 -0.03 -0.01 0.02
C -0.0479 -5.1474 1.4692 -0.01 -0.04 0.02
C -0.0131 -3.8801 0.8953 0.04 0.04 -0.02
C 0.9296 -3.5731 -0.0753 0.00 -0.09 0.03
N 1.0604 -2.3395 -0.7204 0.00 0.09 0.00
C 0.3150 -1.1970 -0.4413 -0.32 -0.06 -0.31
N -1.0191 -1.4107 -0.5193 0.22 0.11 0.07
C -2.0766 -0.5667 -0.1376 0.07 -0.08 -0.11
C -1.8931 0.7043 0.3656 -0.31 0.34 0.17
C -3.0618 1.3838 0.7553 0.00 0.11 0.14
C -4.3239 0.8517 0.6092 -0.02 -0.10 -0.05
C -4.4843 -0.4258 0.0669 0.03 0.06 0.01
C -3.3581 -1.1319 -0.2931 0.03 -0.04 0.02
O -3.3735 -2.4113 -0.8063 0.05 0.03 -0.01
C -4.6316 -3.0190 -0.9764 -0.04 -0.03 0.00
N 0.8679 -0.0441 -0.2331 -0.01 0.06 0.37
C 2.2952 -0.0878 -0.1665 0.12 0.07 -0.12
C 2.9445 -0.3987 1.0249 -0.04 0.05 0.05
C 4.3231 -0.4872 1.0820 0.02 0.03 -0.03
C 5.0771 -0.2663 -0.0638 0.03 -0.01 0.02
C 4.4434 0.0265 -1.2577 -0.02 0.05 -0.02
C 3.0556 0.1092 -1.3218 0.13 -0.07 -0.05
O 2.4890 0.2372 -2.5632 -0.12 -0.06 0.04
C 1.7525 1.4438 -2.7954 0.02 0.08 0.00
H 4.4395 -4.5364 -2.4275 0.00 0.00 0.01
H 3.4223 -5.9669 -2.1341 0.01 0.02 0.00
H 4.4259 -5.2973 -0.8177 -0.01 -0.01 -0.02
H 2.5710 -6.5574 -0.1297 -0.02 0.01 0.00
H 0.8453 -7.0946 1.5459 0.00 0.00 0.00
H -0.7927 -5.3620 2.2241 0.00 0.00 0.00
H -0.7112 -3.1255 1.2271 -0.02 0.01 -0.01
H 1.9978 -2.1501 -1.0457 0.00 -0.02 -0.01
H -1.2983 -2.3139 -0.8638 0.03 -0.04 -0.02
H -2.9697 2.3613 1.2154 0.01 -0.08 -0.05
H -5.1973 1.4117 0.9210 -0.01 0.00 0.00
H -5.4712 -0.8503 -0.0506 0.01 0.01 0.01
H -4.4419 -4.0065 -1.3904 -0.01 0.00 0.00
H -5.2577 -2.4483 -1.6688 0.00 -0.01 0.00
H -5.1557 -3.1205 -0.0213 0.00 0.00 -0.01
H 2.3454 -0.5405 1.9137 0.00 -0.01 -0.01
H 4.8060 -0.7087 2.0246 0.00 -0.02 0.00
H 6.1579 -0.3229 -0.0272 0.00 0.00 0.00
H 5.0010 0.1901 -2.1710 0.00 -0.02 0.00
H 1.3407 1.3540 -3.7989 0.02 0.01 0.00
H 2.4054 2.3155 -2.7338 -0.05 -0.06 0.02
H 0.9384 1.5664 -2.0822 0.05 0.01 -0.02
C -2.6086 4.9771 1.2694 -0.03 -0.01 0.01
S -2.7456 4.6394 -0.4995 -0.10 0.06 -0.05
C -4.5299 4.8361 -0.6875 0.03 0.06 0.04
H -3.4406 4.5120 1.7994 0.00 -0.02 0.02
H -2.6035 6.0467 1.4798 -0.01 0.00 -0.01
H -1.6853 4.5298 1.6369 0.02 0.01 -0.02
H -4.8590 5.8590 -0.5013 0.02 0.01 0.02
H -5.0594 4.1578 -0.0166 0.01 -0.02 0.01
H -4.7826 4.5702 -1.7128 0.03 0.00 -0.02
Cl 2.0664 6.7660 -0.0083 0.05 0.04 -0.01
C 0.9715 5.4427 0.4513 -0.05 0.01 -0.06
C 0.9119 4.3232 -0.5746 0.23 -0.29 -0.03
O 1.5526 4.2974 -1.5993 -0.11 0.18 0.12
O 0.0756 3.3834 -0.2018 -0.21 -0.05 -0.05
H -0.0223 5.8673 0.5643 -0.03 0.00 -0.01
H 1.2840 5.0387 1.4131 0.01 -0.05 -0.01
```
Forces are in eV/Å.

The multiplicity is 6. The HOMO energy (spin up / spin down) is -0.2097 / -0.2104 Ha. Its total charge is -1. As for the expectation value of S²: 8.759. The calculation puts the total energy at -118929.9063 eV.



# C26H30F5N6SbScSe5

A structure of composition C26H30F5N6SbScSe5 (ωB97M-V/def2-TZVPD, OMol25).

XYZ file:
```
74
Properties=species:S:1:pos:R:3:forces:R:3
Sc 1.7536 -0.6509 -0.5950 0.58 0.48 -0.03
C 1.1801 3.5976 2.0014 0.02 0.01 0.02
N 1.4392 2.2796 1.4564 -0.06 -0.03 -0.01
C 2.0561 2.2352 0.1457 0.03 -0.04 -0.02
C 0.9746 1.1380 2.0119 0.05 0.01 -0.09
N 0.7754 0.1414 1.1648 0.03 -0.11 0.01
C 0.4421 -1.1981 1.4402 -0.18 -0.02 0.17
C 1.1419 -1.9749 2.3350 0.02 0.02 0.03
C 0.7460 -3.2976 2.5929 0.00 -0.01 0.01
C -0.3434 -3.8293 1.9652 0.00 -0.01 0.00
C -1.0340 -3.1009 0.9674 0.01 0.00 0.00
C -2.1472 -3.6659 0.2975 0.00 -0.01 0.00
C -2.7659 -2.9916 -0.7117 -0.01 0.00 -0.01
C -2.2599 -1.7491 -1.1404 0.00 -0.01 0.02
C -1.1960 -1.1539 -0.5101 -0.05 -0.03 0.01
N -0.5911 -0.0094 -1.0946 -0.19 -0.05 0.05
C -1.3122 1.0709 -1.2076 -0.01 0.00 -0.04
N -2.4166 1.3551 -0.4389 0.01 0.00 0.01
C -2.5589 0.8966 0.9259 -0.01 0.01 -0.01
C -3.6072 1.9340 -1.0237 -0.02 -0.01 0.00
N -1.0048 2.0344 -2.1196 0.05 0.02 0.01
C -1.1596 3.4443 -1.8220 0.02 0.00 0.00
C -0.3212 1.7323 -3.3608 -0.02 0.00 0.00
C -0.5964 -1.7924 0.6289 0.00 0.00 0.03
N 0.6611 1.1591 3.3289 -0.10 0.04 0.03
C 1.4844 1.8904 4.2948 0.04 -0.02 0.00
C -0.2731 0.2407 3.9480 0.07 -0.04 -0.01
H 0.8577 4.2500 1.1863 0.00 0.00 0.00
H 2.0801 4.0192 2.4561 0.01 -0.01 -0.01
H 0.3820 3.5531 2.7383 0.00 0.00 -0.01
H 2.5505 3.1848 -0.0423 0.00 -0.02 -0.01
H 1.3115 2.0591 -0.6477 -0.03 0.02 -0.01
H 2.8656 1.4945 0.1300 0.00 0.00 0.00
H 1.9845 -1.5436 2.8749 -0.01 0.01 0.00
H 1.3111 -3.8744 3.3137 0.00 0.00 0.00
H -0.6794 -4.8339 2.1935 0.00 0.00 0.00
H -2.4784 -4.6549 0.5888 0.00 0.00 0.00
H -3.6073 -3.4323 -1.2315 0.00 0.00 0.00
H -2.6754 -1.2656 -2.0178 0.00 0.00 0.00
H -1.5832 0.6360 1.3201 0.02 0.00 0.01
H -3.2247 0.0307 1.0055 0.01 0.00 0.00
H -2.9679 1.7116 1.5295 0.00 0.00 0.00
H -3.4665 2.0873 -2.0906 -0.01 -0.01 0.01
H -3.8599 2.8931 -0.5606 0.00 0.00 0.00
H -4.4527 1.2533 -0.8800 0.00 0.00 0.00
H -1.4710 3.5800 -0.7892 0.01 0.00 -0.01
H -1.8946 3.9172 -2.4810 0.00 0.00 0.00
H -0.2014 3.9512 -1.9638 0.00 0.00 0.00
H -0.3775 0.6655 -3.5541 0.00 0.02 0.01
H 0.7325 2.0107 -3.3318 -0.01 0.00 0.00
H -0.8114 2.2763 -4.1734 0.00 0.00 -0.01
H 2.3945 2.2570 3.8225 0.03 0.01 -0.01
H 1.8067 1.1864 5.0609 0.00 0.02 0.00
H 0.9178 2.7104 4.7475 0.01 0.00 0.00
H -0.9709 -0.1761 3.2275 -0.01 -0.01 -0.03
H -0.8439 0.7948 4.6971 0.01 0.00 0.00
H 0.2529 -0.5782 4.4472 0.00 -0.01 0.00
F -1.7275 -4.4289 -4.8029 0.00 0.00 0.00
C -0.8241 -3.5114 -4.4460 0.01 0.01 -0.01
C -0.4805 -2.4913 -5.3168 -0.01 -0.01 0.00
F -1.0630 -2.4330 -6.5185 0.00 0.00 0.00
C 0.4614 -1.5464 -4.9488 0.01 0.01 0.00
F 0.7575 -0.5914 -5.8382 0.00 0.00 0.00
C 1.0887 -1.5651 -3.7074 0.00 -0.02 0.00
Se 2.4622 -0.3565 -3.1925 0.04 -0.02 0.07
C 0.6889 -2.5916 -2.8683 0.01 0.00 0.01
F 1.2295 -2.6584 -1.6076 -0.04 -0.06 -0.02
C -0.2253 -3.5677 -3.2003 0.00 0.00 0.00
F -0.5314 -4.5472 -2.3521 -0.01 0.00 0.00
Se 4.8356 2.5625 2.2068 -0.08 0.03 0.04
Sb 5.1548 0.1765 2.5478 -0.04 -0.03 0.00
Se 3.9839 -0.9304 0.3249 -0.21 -0.11 -0.15
Se 7.3782 -0.6577 2.2703 0.01 -0.01 0.02
Se 3.8633 -0.7613 4.3930 0.00 -0.02 -0.02
```
Forces are in eV/Å.

The value obtained for the energy relative to the best compared isomer or geometry (same formula, charge and spin) is 2.525 eV. The HOMO energy is -0.1389 Ha. Its total charge is -1. The calculation puts the total energy at -403951.6215 eV.



# C26H30N2O4P2SeTi

A structure of composition C26H30N2O4P2SeTi (ωB97M-V/def2-TZVPD, OMol25).

XYZ file:
```
66
Properties=species:S:1:pos:R:3:forces:R:3
Ti -0.7573 -0.5818 0.5289 -1.06 -0.38 -1.54
O -0.7438 3.1942 0.7803 -0.13 0.17 0.27
C -1.3701 2.4030 0.0973 0.16 -0.55 -0.40
O -1.6847 1.1844 0.4230 -0.61 1.29 0.32
C -1.7790 2.8173 -1.3020 -0.06 -0.21 -0.05
C -2.1501 4.1444 -1.5040 0.01 0.01 -0.07
C -2.5750 4.5721 -2.7493 0.01 0.00 0.00
C -2.6232 3.6705 -3.8077 -0.01 0.02 0.01
C -2.2407 2.3541 -3.6152 0.04 0.00 0.03
C -1.8006 1.9062 -2.3669 0.13 0.12 0.15
P -1.4238 0.1152 -2.0573 -0.58 -0.10 -0.34
C -3.1685 -0.3999 -2.4529 0.11 -0.09 -0.10
C -3.5236 -1.0479 -3.6295 -0.04 0.02 0.05
C -4.8533 -1.3777 -3.8896 0.09 0.01 0.00
C -5.8431 -1.0502 -2.9812 0.00 0.02 0.06
C -5.4986 -0.3797 -1.8107 0.00 0.00 -0.02
C -4.1782 -0.0606 -1.5496 0.05 0.00 0.02
C -0.5192 -0.4678 -3.5383 0.21 0.02 0.09
C -0.3287 -1.8539 -3.6066 -0.05 0.01 0.01
C 0.4239 -2.4112 -4.6288 -0.02 0.03 0.02
C 1.0164 -1.5952 -5.5860 -0.01 0.04 0.01
C 0.8727 -0.2185 -5.4983 -0.03 0.01 0.05
C 0.1173 0.3441 -4.4731 0.01 -0.06 -0.05
H -2.1041 4.8245 -0.6627 0.02 -0.02 -0.02
H -2.8766 5.6030 -2.8979 0.00 -0.04 0.01
H -2.9752 3.9930 -4.7807 0.02 -0.01 0.01
H -2.3071 1.6528 -4.4397 -0.01 0.02 0.04
H -2.7684 -1.3170 -4.3540 0.04 -0.02 -0.03
H -5.1052 -1.8962 -4.8077 0.02 0.00 0.02
H -6.8753 -1.3212 -3.1749 0.04 0.03 0.01
H -6.2622 -0.1253 -1.0843 0.03 0.00 -0.03
H -3.9193 0.4400 -0.6264 0.03 -0.02 0.04
H -0.7751 -2.4836 -2.8398 0.02 0.01 -0.02
H 0.5620 -3.4851 -4.6697 -0.03 0.02 0.00
H 1.5987 -2.0303 -6.3897 0.01 0.00 0.02
H 1.3520 0.4257 -6.2270 -0.01 -0.02 0.03
H 0.0335 1.4211 -4.4030 0.00 -0.01 -0.02
C -1.5299 -2.0939 4.5030 -0.01 0.04 -0.03
C -0.8833 -1.6094 3.2497 0.26 -0.04 0.03
N -1.3746 -0.6368 2.5038 -0.03 -0.33 0.57
O -2.5205 -0.0503 3.0256 -0.22 0.14 -0.04
C 0.2381 -2.2420 2.6214 0.17 0.15 0.04
C 1.0471 -3.3737 3.1542 0.00 -0.11 -0.08
N 0.3765 -1.6540 1.4585 0.73 -0.73 0.70
O 0.9505 -1.7041 0.2713 0.34 -0.44 0.26
H -2.0333 -1.2799 5.0200 0.02 0.00 0.04
H -0.8022 -2.5558 5.1715 -0.01 -0.01 -0.02
H -2.2892 -2.8413 4.2446 0.04 0.04 0.04
H -2.8176 0.4868 2.2781 -0.01 0.09 0.04
H 0.4748 -4.3072 3.1243 0.06 0.03 0.01
H 1.3563 -3.1975 4.1868 0.02 -0.02 0.01
H 1.9386 -3.5072 2.5409 -0.01 0.00 0.02
Se -2.2303 -2.4351 0.1145 0.13 0.71 -0.17
C 1.0757 1.9385 2.9764 0.00 0.04 -0.11
P 1.4143 1.0850 1.3867 0.37 0.08 0.21
C 2.4495 2.3438 0.5294 -0.19 0.07 0.02
C 2.7962 0.0106 1.9701 -0.03 0.04 -0.14
H 2.0125 2.2217 3.4626 0.00 0.01 0.03
H 0.5202 1.2552 3.6188 -0.02 -0.02 0.04
H 0.4651 2.8205 2.7929 -0.01 -0.05 -0.01
H 3.2318 2.7153 1.1963 0.01 0.03 -0.03
H 1.8222 3.1736 0.2016 0.02 -0.03 0.01
H 2.9126 1.8822 -0.3432 0.01 0.00 -0.03
H 3.6037 0.6290 2.3693 0.01 0.00 0.00
H 3.1679 -0.5966 1.1446 -0.02 0.00 0.01
H 2.4408 -0.6576 2.7518 -0.03 -0.02 0.03
```
Forces are in eV/Å.

The multiplicity is 2. The value obtained for the energy relative to the best compared isomer or geometry (same formula, charge and spin) is 1.562 eV. The HOMO energy (spin up / spin down) is -0.0950 / -0.1158 Ha. Its total charge is -1. As for the expectation value of S²: 0.760. The calculation puts the total energy at -145659.9797 eV.